P | 13
Properties=species:S:1:pos:R:3:mulliken_charge:R:1 method="wB97M-V/def2-TZVPD" smiles="C/N=C/[C@H]1CO1" orbital_gap_ev=11.018 homo_energy_ev=-9.876
C -0.44 0.57 2.18 -0.71
N -0.47 0.12 0.81 -0.32
C 0.59 0.24 0.13 -0.27
C 0.59 -0.05 -1.34 0.14
C -0.34 -1.01 -1.94 -0.42
O -0.57 0.38 -2.04 -0.40
H 0.46 1.16 2.42 0.31
H -0.49 -0.29 2.86 0.25
H -1.32 1.19 2.37 0.25
H 1.54 0.59 0.56 0.30
H 1.53 0.16 -1.85 0.36
H -0.07 -1.51 -2.87 0.26
H -1.01 -1.55 -1.27 0.26

Q | 13
Properties=species:S:1:pos:R:3:mulliken_charge:R:1 method="wB97M-V/def2-TZVPD" orbital_gap_ev=8.930 homo_energy_ev=-9.433
O 1.95 -1.97 -0.09 -0.55
C 1.79 -0.84 -0.50 0.05
N 1.76 0.27 0.29 -0.42
C -0.79 1.25 -0.18 -0.11
C -1.55 0.43 0.82 -0.42
C -1.51 0.00 -0.61 -0.32
H 1.62 -0.62 -1.57 0.40
H 1.69 0.20 1.29 0.22
H 1.55 1.17 -0.11 0.33
H -0.96 -0.18 1.51 0.17
H -2.36 0.96 1.32 0.25
H -2.28 0.21 -1.35 0.26
H -0.91 -0.89 -0.83 0.15

R | 13
Properties=species:S:1:pos:R:3:mulliken_charge:R:1 method="wB97M-V/def2-TZVPD" smiles="C=CC#N.[H][H].C=O" orbital_gap_ev=9.912 homo_energy_ev=-9.892
C 0.92 0.25 -1.09 -0.79
C -0.16 0.94 -0.69 -0.21
C -0.16 1.82 0.43 0.34
N -0.19 2.60 1.29 -0.41
H 1.01 -0.07 -2.12 0.35
H 1.83 0.22 -0.50 0.38
H -1.00 1.07 -1.37 0.29
H 0.78 -1.58 -0.73 -0.05
H 0.33 -1.96 -0.23 0.13
C -0.83 -0.80 1.24 -0.26
O -0.95 -1.89 0.73 -0.45
H -1.72 -0.18 1.40 0.33
H 0.13 -0.42 1.63 0.36

S | 13
Properties=species:S:1:pos:R:3:mulliken_charge:R:1 method="wB97M-V/def2-TZVPD" orbital_gap_ev=11.110 homo_energy_ev=-10.379
C 2.12 0.32 0.05 -0.69
O 0.99 -0.47 0.31 -0.30
C -0.22 0.22 0.15 -0.41
C -1.31 -0.77 0.52 -0.43
C -3.25 0.35 -0.21 -0.01
N -2.58 -0.08 0.67 -0.23
H 2.13 0.67 -1.00 0.29
H 2.14 1.20 0.71 0.30
H 3.00 -0.30 0.24 0.24
H -0.27 1.10 0.81 0.34
H -0.33 0.58 -0.89 0.32
H -1.08 -1.26 1.46 0.30
H -1.43 -1.53 -0.26 0.28

In kcal/mol, relative to the most stable structure: P 0.0; Q 53.3; R 43.2; S 5.5.

P | 13
Properties=species:S:1:pos:R:3:mulliken_charge:R:1 method="wB97M-V/def2-TZVPD" smiles="C=C=NCC=O.[H][H]" orbital_gap_ev=8.927 homo_energy_ev=-8.246
C 1.98 -0.24 0.38 -1.12
C 0.88 0.43 0.67 0.78
N 0.01 1.30 0.69 -0.49
C -1.29 0.92 0.16 -0.28
C -1.27 -0.61 0.10 -0.13
O -0.44 -1.20 0.75 -0.42
H 2.69 0.33 -0.20 0.32
H 2.23 -1.24 0.73 0.29
H -2.06 1.21 0.88 0.28
H -1.55 1.41 -0.79 0.26
H -1.99 -1.20 -0.47 0.42
H 0.75 -0.57 -1.31 0.06
H 0.05 -0.54 -1.59 0.02

Q | 13
Properties=species:S:1:pos:R:3:mulliken_charge:R:1 method="wB97M-V/def2-TZVPD" orbital_gap_ev="7.816 / 8.227" homo_energy_ev="-7.573 / -8.354"
C 0.49 -1.09 -0.74 -0.51
C 0.29 -1.03 0.77 -0.64
C 0.02 0.14 -0.09 0.54
C 0.53 1.52 -0.05 -1.14
N -2.30 0.59 0.05 0.13
O -2.90 -0.41 0.01 -0.22
H 1.50 -1.09 -1.15 0.27
H -0.20 -1.70 -1.30 0.21
H -0.54 -1.59 1.16 0.21
H 1.14 -1.01 1.44 0.23
H -0.20 2.17 0.44 0.34
H 0.71 1.90 -1.05 0.25
H 1.46 1.58 0.53 0.33

R | 13
Properties=species:S:1:pos:R:3:mulliken_charge:R:1 method="wB97M-V/def2-TZVPD" orbital_gap_ev="8.593 / 8.132" homo_energy_ev="-8.699 / -7.846"
C 0.51 1.19 0.55 -0.28
C 1.49 -1.00 -0.76 0.00
C 0.91 -0.07 0.17 0.32
C -2.05 -0.71 0.15 -0.98
N 0.30 2.10 -0.35 -0.63
O 1.43 -1.20 0.66 -0.43
H 0.38 1.34 1.63 0.35
H 0.86 -1.66 -1.34 0.20
H 2.48 -0.83 -1.16 0.24
H -2.30 0.23 -0.30 0.33
H -2.08 -0.82 1.21 0.33
H -1.92 -1.57 -0.47 0.32
H 0.01 2.99 0.03 0.24

In kcal/mol, relative to the most stable structure: P 0.0; Q 22.9; R 33.9.